No. 1
Formula: C3H8ClN3
Source: OMol25
Level of theory: ωB97M-V with the def2-TZVPD basis set

Structure (SMILES): C/N=C(/CCl)NN
Highest occupied orbital energy in hartree: -0.33376
Energy in eV: -20232.242
Kohn-Sham gap in eV: 9.94

Element x y z (Å)
1 Cl 2.72 -0.81 -0.49
2 N 0.09 1.22 0.89
3 N -0.38 -1.71 -1.24
4 N -0.59 -0.48 -0.56
5 C 0.28 0.09 0.34
6 C -1.07 1.96 0.33
7 C 1.47 -0.68 0.79
8 H 1.20 -1.71 1.02
9 H 1.93 -0.12 1.60
10 H 0.56 -1.80 -1.55
11 H -0.99 2.98 0.74
12 H -0.68 -2.48 -0.65
13 H -2.05 1.50 0.57
14 H -1.17 1.99 -0.79
15 H -1.31 0.04 -1.00

No. 2
Formula: C3H8ClN3S
Source: OMol25
Level of theory: ωB97M-V with the def2-TZVPD basis set

Structure (SMILES): [H]/N=C(/NS)[C@@H](N)CCl
Highest occupied orbital energy in hartree: -0.34819
Energy in eV: -31065.554
Kohn-Sham gap in eV: 9.67

Element x y z (Å)
1 Cl -2.94 -0.78 -0.87
2 S 1.20 2.35 0.22
3 N 1.43 0.77 -0.61
4 N -0.80 0.07 1.60
5 N 1.87 -1.44 -0.07
6 C 0.98 -0.53 -0.11
7 C -1.31 -0.19 -0.81
8 C -0.51 -0.68 0.27
9 H -0.04 2.71 -0.64
10 H -1.35 0.84 -0.45
11 H 2.37 0.52 -1.30
12 H -0.85 -0.16 -1.83
13 H 1.31 -2.27 0.44
14 H -0.24 1.04 1.64
15 H -0.25 -0.56 2.17
16 H -0.87 -1.67 0.33

No. 3
Formula: C3H8ClNO
Source: OMol25
Level of theory: ωB97M-V with the def2-TZVPD basis set

Highest occupied orbital energy in hartree: -0.32682
Energy in eV: -19299.097
Kohn-Sham gap in eV: 9.63

Element x y z (Å)
1 Cl 1.13 2.45 0.29
2 O -0.91 0.74 -2.84
3 N 0.29 0.03 0.48
4 C 0.04 -1.31 -0.01
5 C 0.81 0.87 -0.36
6 C -0.07 0.22 1.87
7 H -1.08 -0.16 2.04
8 H 0.58 -2.03 0.61
9 H -1.03 -1.53 0.03
10 H -0.52 0.13 -3.47
11 H -0.03 1.27 2.13
12 H -0.21 1.02 -2.24
13 H 0.38 -1.38 -1.04
14 H 0.62 -0.34 2.51

No. 4
Formula: C3H8ClNS
Source: OMol25
Level of theory: ωB97M-V with the def2-TZVPD basis set

Structure (SMILES): NC[C@H](S)CCl
Highest occupied orbital energy in hartree: -0.33902
Energy in eV: -28088.215
Kohn-Sham gap in eV: 10.02

Element x y z (Å)
1 Cl 1.80 -0.87 -1.57
2 S 0.26 -0.20 1.64
3 N -2.67 0.35 0.76
4 C -0.41 0.04 0.01
5 C 0.65 0.50 -1.00
6 C -1.63 0.99 0.03
7 H 0.14 0.92 -1.95
8 H -0.74 -0.97 -0.27
9 H -1.22 1.99 0.45
10 H -3.60 0.75 0.70
11 H 0.60 1.08 1.92
12 H -2.00 1.20 -0.96
13 H -2.33 0.15 1.72
14 H 1.41 1.18 -0.60